1.
Here is 6 unconnected molecules or ions with the total composition C17H25F6N3O7 in a non-equilibrium geometry from the OMol25 dataset. Energies are from the ωB97M-V functional and the def2-TZVPD basis.

SMILES: CCOC(=O)C(F)(F)F.CCOC(=O)C(F)(F)F.COC(=O)OC.CC#N.CC#N.CC#N
E, a.u.: -1952.9343
Max |F|, eV/A: 1.18

Each line ends with the Mulliken charge.
CARTESIAN COORDINATES (ANGSTROEM)
C1 -1.861 -3.149 -2.496  -1.058
C2 -1.737 -3.563 -1.033  -0.054
O1 -1.373 -4.939 -0.881  -0.322
C3 -0.115 -5.240 -1.100  0.340
O2 0.756 -4.488 -1.430  -0.520
C4 0.119 -6.756 -0.900  0.856
F1 -0.669 -7.263 0.049  -0.251
F2 -0.126 -7.409 -2.042  -0.254
F3 1.392 -6.976 -0.552  -0.238
H1 -0.882 -3.080 -2.960  0.217
H2 -2.321 -2.154 -2.446  0.353
H3 -2.564 -3.754 -3.064  0.365
H4 -2.693 -3.417 -0.538  0.387
H5 -1.011 -2.913 -0.543  0.124
C5 -1.110 2.981 3.911  -1.217
C6 -0.108 3.606 2.975  -0.377
O3 0.818 2.627 2.439  -0.124
C7 1.958 2.457 3.058  0.189
O4 2.312 2.930 4.094  -0.534
C8 2.867 1.507 2.238  0.977
F4 3.158 0.417 2.969  -0.274
F5 2.330 1.097 1.091  -0.174
F6 4.024 2.124 1.952  -0.269
H6 -0.848 3.142 4.961  0.362
H7 -1.277 1.915 3.781  0.302
H8 -2.072 3.488 3.792  0.364
H9 0.465 4.397 3.457  0.459
H10 -0.583 4.042 2.101  0.344
C9 -1.252 1.067 0.468  -0.484
O5 -0.512 -0.111 0.109  -0.421
C10 0.024 -0.130 -1.102  0.672
O6 -0.148 0.685 -1.973  -0.595
O7 0.836 -1.187 -1.173  0.194
C11 1.731 -1.190 -2.282  -0.936
H11 -0.760 1.966 0.115  0.196
H12 -1.326 1.086 1.553  0.129
H13 -2.281 0.997 0.117  0.419
H14 2.412 -2.024 -2.151  0.277
H15 2.241 -0.240 -2.418  0.233
H16 1.171 -1.385 -3.203  0.334
C12 -6.388 3.858 -0.641  -0.779
C13 -5.082 3.432 -0.160  0.301
N1 -4.056 3.111 0.225  -0.310
H17 -6.285 4.563 -1.461  0.266
H18 -6.957 4.303 0.174  0.267
H19 -6.961 2.999 -0.991  0.259
C14 2.061 3.247 -2.008  -0.292
C15 1.238 4.061 -1.136  0.365
N2 0.595 4.711 -0.451  -0.451
H20 1.881 3.425 -3.063  0.338
H21 1.933 2.186 -1.805  -0.280
H22 3.112 3.477 -1.804  0.315
C16 3.668 -2.134 0.590  -0.272
C17 4.590 -3.031 -0.069  0.178
N3 5.343 -3.700 -0.624  -0.430
H23 2.636 -2.398 0.367  0.013
H24 3.892 -1.127 0.241  0.097
H25 3.794 -2.147 1.671  0.427

2.
Here is a molecular structure, C60H54FI2N8O8TeV in a non-equilibrium geometry from the OMol25 dataset. Energies are from the ωB97M-V functional and the def2-TZVPD basis.

Spin multiplicity: 2
Total charge: -1
E, a.u.: -5266.1532
Max |F|, eV/A: 5.00
Energy relative to the best compared isomer or geometry (same formula, charge and spin), kJ/mol: 443.88

Each line ends with the Mulliken charge.
CARTESIAN COORDINATES (ANGSTROEM)
V1 -0.042 -0.020 -0.598  0.438
I1 -4.927 -4.146 3.455  0.054
C1 -3.890 -2.791 2.225  -0.801
C2 -4.217 -2.684 0.888  -0.191
C3 -3.492 -1.808 0.101  -0.061
I2 -4.060 -1.554 -1.894  -0.025
C4 -2.412 -1.057 0.596  -0.275
O1 -1.662 -0.298 -0.171  0.129
C5 -2.157 -1.140 1.981  0.545
C6 -1.212 -0.193 2.681  -1.777
N1 0.014 0.188 1.977  1.380
C7 0.842 0.991 2.893  -1.541
C8 1.457 2.247 2.312  0.751
C9 1.882 3.270 3.158  -1.093
C10 2.475 4.388 2.600  -0.385
C11 2.614 4.456 1.222  -1.069
C12 2.131 3.402 0.464  -0.133
N2 1.575 2.326 1.004  0.341
C13 -2.894 -2.006 2.772  -0.638
H1 -5.010 -3.276 0.455  0.498
H2 -1.769 0.728 2.883  0.692
H3 -0.959 -0.649 3.651  0.590
H4 0.527 -0.676 1.772  -1.786
H5 0.234 1.309 3.744  0.492
H6 1.651 0.364 3.293  0.297
H7 1.742 3.189 4.229  0.475
H8 2.809 5.203 3.229  0.401
H9 3.071 5.313 0.748  0.399
H10 2.175 3.407 -0.620  0.456
H11 -2.698 -2.039 3.836  0.620
C14 0.021 -6.087 -5.153  -0.605
O2 0.353 -5.491 -6.394  -0.494
C15 1.184 -4.420 -6.370  0.850
C16 1.772 -3.901 -5.221  0.225
C17 2.571 -2.779 -5.305  -0.586
C18 2.799 -2.133 -6.532  -0.621
C19 2.253 -2.709 -7.692  -0.178
C20 1.452 -3.823 -7.606  -0.602
N3 3.562 -0.992 -6.669  -0.769
N4 3.974 -0.304 -5.692  -0.407
C21 3.320 0.015 -4.557  0.201
C22 4.092 0.466 -3.474  -0.568
C23 3.575 0.617 -2.194  -0.791
C24 2.243 0.313 -1.951  0.197
O3 1.588 0.284 -0.828  0.221
C25 1.403 0.024 -3.064  -0.012
N5 0.098 -0.081 -2.727  0.775
C26 -0.786 -0.181 -3.694  0.283
C27 -0.410 -0.209 -5.038  -1.728
C28 0.922 -0.177 -5.389  -0.793
C29 1.885 -0.068 -4.378  0.852
H12 -0.732 -6.838 -5.377  0.318
H13 -0.392 -5.359 -4.450  0.197
H14 0.891 -6.572 -4.700  0.321
H15 1.604 -4.348 -4.251  0.193
H16 3.038 -2.389 -4.411  0.685
H17 2.454 -2.248 -8.650  0.447
H18 0.999 -4.260 -8.486  0.420
H19 5.147 0.625 -3.656  0.482
H20 4.204 0.957 -1.383  0.584
H21 -1.828 -0.250 -3.417  0.186
H22 -1.171 -0.269 -5.802  0.478
H23 1.215 -0.202 -6.429  0.717
F1 -4.387 1.372 2.597  -0.375
C30 -4.695 1.876 1.387  0.504
C31 -3.731 2.043 0.466  -0.348
N6 -3.989 2.519 -0.787  0.136
C32 -2.927 2.597 -1.788  -0.429
C33 -1.557 3.010 -1.131  0.050
O4 -1.494 4.147 -0.677  -0.754
O5 -0.652 2.121 -1.158  -0.251
C34 -5.260 2.929 -1.141  0.375
O6 -5.550 3.371 -2.233  -0.671
N7 -6.205 2.789 -0.140  -0.028
C35 -6.075 2.217 1.123  0.123
O7 -7.034 2.059 1.847  -0.663
H24 -2.702 1.795 0.678  0.614
H25 -3.231 3.348 -2.512  0.501
H26 -2.808 1.630 -2.282  -0.028
H27 -7.135 3.090 -0.390  0.230
C36 1.576 -4.294 8.384  -1.652
C37 1.527 -4.070 6.896  0.871
C38 0.510 -4.604 6.117  -0.832
C39 0.438 -4.369 4.747  1.228
C40 -0.706 -4.982 3.976  -1.179
C41 1.421 -3.592 4.108  -0.373
Te1 1.015 -3.056 1.950  0.844
N8 0.364 -1.911 -0.170  0.927
C42 -0.325 -2.739 -0.939  0.921
O8 -0.984 -2.376 -1.946  -0.478
C43 -0.361 -4.235 -0.706  -0.691
C44 -1.363 -4.824 0.062  0.721
C45 -1.513 -6.201 0.086  -0.618
C46 -0.667 -7.009 -0.663  -0.807
C47 0.333 -6.429 -1.428  -0.669
C48 0.483 -5.049 -1.453  -0.594
C49 2.939 -3.741 1.295  0.565
C50 3.927 -2.878 0.816  1.336
C51 3.780 -1.386 0.794  -1.328
C52 5.133 -3.406 0.354  -0.986
C53 5.383 -4.766 0.353  0.816
C54 6.683 -5.323 -0.157  -1.641
C55 4.398 -5.610 0.851  -1.009
C56 3.185 -5.123 1.321  0.881
C57 2.175 -6.097 1.858  -1.284
C58 2.443 -3.050 4.895  1.047
C59 3.528 -2.183 4.307  -1.352
C60 2.491 -3.300 6.264  -0.933
H28 0.803 -4.995 8.696  0.350
H29 1.421 -3.353 8.916  0.316
H30 2.548 -4.687 8.684  0.352
H31 -0.252 -5.215 6.592  0.255
H32 -1.355 -5.557 4.639  0.497
H33 -0.335 -5.642 3.190  0.021
H34 -1.309 -4.212 3.492  0.017
H35 -2.034 -4.197 0.634  -0.067
H36 -2.297 -6.649 0.685  0.426
H37 -0.795 -8.084 -0.655  0.374
H38 0.995 -7.054 -2.016  0.500
H39 1.251 -4.589 -2.065  0.639
H40 2.740 -1.082 0.839  -0.653
H41 4.211 -0.996 -0.126  0.545
H42 4.327 -0.929 1.624  0.325
H43 5.892 -2.725 -0.017  0.378
H44 7.274 -4.554 -0.652  0.367
H45 6.505 -6.133 -0.866  0.358
H46 7.273 -5.730 0.667  0.309
H47 4.578 -6.679 0.869  0.351
H48 2.528 -7.121 1.736  0.454
H49 1.221 -5.991 1.339  -0.112
H50 2.006 -5.913 2.922  0.224
H51 3.346 -2.020 3.250  -0.483
H52 4.503 -2.662 4.418  0.455
H53 3.572 -1.217 4.817  0.430
H54 3.299 -2.869 6.850  0.393

3.
Here is a single C6H9N molecule in a non-equilibrium geometry from the OMol25 dataset. Energies are from the ωB97M-V functional and the def2-TZVPD basis.

SMILES: Cc1cc[nH]c1C
E, a.u.: -288.7163
Max |F|, eV/A: 1.02
Energy relative to the best compared isomer or geometry (same formula, charge and spin), kJ/mol: 172.49

Each line ends with the Mulliken charge.
CARTESIAN COORDINATES (ANGSTROEM)
C1 -1.134 1.377 -0.213  -1.259
C2 -0.145 0.633 0.666  0.290
C3 0.071 -0.728 0.444  0.486
C4 -0.962 -1.815 0.462  -1.100
C5 1.348 -0.851 -0.162  -0.435
C6 1.894 0.413 -0.261  -0.684
N1 1.071 1.258 0.403  -0.116
H1 -2.101 0.896 -0.363  0.302
H2 -0.595 1.350 -1.191  0.369
H3 -1.274 2.444 0.001  0.306
H4 -0.534 -2.752 0.088  0.318
H5 -1.788 -1.539 -0.204  0.252
H6 -1.390 -2.013 1.453  0.290
H7 1.787 -1.747 -0.580  0.398
H8 2.619 0.811 -0.965  0.330
H9 1.133 2.264 0.421  0.254

4.
Here is a single C4H9N molecule in a non-equilibrium geometry from the OMol25 dataset. Energies are from the ωB97M-V functional and the def2-TZVPD basis.

SMILES: NC1CCC1
E, a.u.: -212.5139
Max |F|, eV/A: 2.77
Energy relative to the best compared isomer or geometry (same formula, charge and spin), kJ/mol: 97.76

Each line ends with the Mulliken charge.
CARTESIAN COORDINATES (ANGSTROEM)
C1 -0.612 -0.071 0.396  -0.003
C2 0.334 -1.157 -0.080  -0.522
C3 1.433 -0.080 0.012  -0.576
C4 0.399 1.086 -0.064  -0.639
H1 -2.050 -0.038 -1.026  0.263
H2 -2.538 0.729 0.235  0.247
H3 -0.603 -0.158 1.511  0.258
H4 0.424 -2.142 0.394  0.306
H5 0.012 -1.272 -1.147  0.209
H6 2.297 -0.119 -0.646  0.368
H7 1.932 -0.061 1.026  0.212
H8 0.301 1.456 -1.085  0.243
H9 0.711 1.933 0.493  0.284
N1 -2.040 -0.107 -0.018  -0.651